[1]
One molecule with the formula C4H6F2 in a non-equilibrium geometry. Source: OMol25; level of theory: ωB97M-V/def2-TZVPD.

XYZ file:
```
12
Properties=species:S:1:pos:R:3:forces:R:3:mulliken_charge:R:1
C -1.069 0.903 0.473 -2.7196 0.9933 5.6104 -0.95
C -0.083 0.968 -0.483 6.3504 -3.2768 -6.5413 0.50
F -0.049 2.090 -1.366 -0.7385 -1.6610 1.6711 -0.28
C 0.713 -0.161 -0.921 -1.7716 1.6264 2.0846 -0.28
C 0.930 -1.163 0.291 -2.7180 -0.8316 0.1464 -0.17
F 1.255 -2.425 -0.191 0.6265 0.1134 -0.1623 -0.31
H -1.950 0.915 -0.083 -2.0674 1.3502 -1.1044 0.31
H -1.364 -0.094 0.913 1.5494 0.9460 -0.1220 0.29
H -1.092 1.730 1.343 0.0149 -1.7631 -2.0620 0.21
H 1.119 -0.485 -2.002 -0.7096 1.4195 2.8685 0.30
H -0.039 -1.418 0.944 1.7319 0.9683 -1.6535 0.09
H 1.629 -0.861 1.081 0.4516 0.1153 -0.7355 0.28
```
Forces are in eV/Å.

Properties
Multiplicity: 1
Highest occupied orbital energy, hartree: -0.3330
Frontier orbital gap, eV: 9.918
LUMO energy, eV: 0.86
SMILES string: C/C(F)=C\CF

=====

[2]
C4H6F2 as an isolated structure in a non-equilibrium geometry. Source: OMol25; level of theory: ωB97M-V/def2-TZVPD.

XYZ file:
```
12
Properties=species:S:1:pos:R:3:forces:R:3:mulliken_charge:R:1
C -1.331 0.844 0.006 -0.8597 5.5439 -0.7866 -1.06
C -0.692 -0.497 -0.036 0.8243 0.6940 2.3925 1.15
C 0.780 -0.343 -0.559 -1.0147 -2.2718 -0.0415 -0.63
C 1.870 -0.464 0.205 2.7600 1.0470 -0.8674 -0.51
H -1.947 1.177 -0.952 1.4797 -0.8542 1.8241 0.30
H -0.227 1.671 0.026 -3.9489 -2.3334 0.1956 0.27
H -2.107 1.096 0.991 2.6154 -1.1078 -2.9045 0.26
H 0.787 -0.357 -1.652 0.4686 0.5886 0.2724 0.33
H 2.979 -0.244 -0.184 -2.7691 -0.6623 0.0989 0.21
H 2.010 -0.624 1.276 -1.1663 0.0211 -0.1847 0.27
F -0.635 -0.733 1.308 1.1269 -0.8964 1.5239 -0.31
F -1.486 -1.526 -0.430 0.4839 0.2312 -1.5227 -0.31
```
Forces are in eV/Å.

Properties
Multiplicity: 1
Highest occupied orbital energy, hartree: -0.3835
Frontier orbital gap, eV: 11.406
LUMO energy, eV: 0.97

=====

[3]
One molecule with the formula C4H6F2N2 in a non-equilibrium geometry. Source: OMol25; level of theory: ωB97M-V/def2-TZVPD.

XYZ file:
```
14
Properties=species:S:1:pos:R:3:forces:R:3:mulliken_charge:R:1
H 0.349 2.746 0.420 0.5087 0.3758 0.7344 0.18
N -0.172 2.426 -0.370 -0.3752 -0.7095 -0.5209 -0.70
C -0.231 1.149 -0.403 -0.5876 0.2684 -0.9228 0.80
C -1.002 0.499 -1.533 -0.0553 0.2527 -0.6609 -1.15
N 0.346 0.305 0.507 0.0540 -0.2199 0.0858 -0.15
C 0.307 -1.087 0.510 0.0934 0.0681 0.1238 -0.20
C 0.892 -1.813 1.443 -0.0231 -0.3510 -0.0831 0.24
F 0.888 -3.144 1.480 0.0108 0.3868 0.0226 -0.25
F 1.573 -1.305 2.462 -0.0118 -0.0287 0.0103 -0.23
H -0.348 -0.161 -2.158 -0.5288 0.5302 0.5217 0.31
H -1.845 -0.102 -1.147 0.3537 0.2122 -0.1722 0.32
H -1.404 1.330 -2.165 0.3734 -0.8606 0.5534 0.28
H 0.862 0.741 1.238 0.3236 0.2215 0.4868 0.17
H -0.213 -1.583 -0.282 -0.1357 -0.1461 -0.1788 0.37
```
Forces are in eV/Å.

Properties
Multiplicity: 1
Highest occupied orbital energy, hartree: -0.3135
Frontier orbital gap, eV: 9.252
LUMO energy, eV: 0.72
SMILES string: [H]/N=C(/C)NC=C(F)F

=====

[4]
One molecule with the formula C4H6F2O3. Source: OMol25; level of theory: ωB97M-V/def2-TZVPD.

XYZ file:
```
15
Properties=species:S:1:pos:R:3:forces:R:3:mulliken_charge:R:1
C -1.194 1.278 0.918 0.2996 -0.0470 0.1424 -1.25
C -0.473 -0.040 1.184 -0.1361 -0.0077 -0.2180 0.53
F -0.086 -0.090 2.530 0.0078 0.0067 -0.2135 -0.37
C 0.771 -0.275 0.322 -0.2220 0.4209 0.4266 -0.62
O 0.557 -1.419 -0.528 0.2306 0.0343 -0.1615 -0.31
C 1.008 -1.398 -1.775 -0.0684 -0.5027 0.2722 0.70
O 1.412 -2.339 -2.374 0.0286 0.3307 0.0721 -0.45
O 0.995 -0.142 -2.389 -0.3882 0.0496 -0.3860 -0.12
F -0.338 0.347 -2.207 0.3880 0.0641 0.1173 -0.14
H -0.534 2.014 0.461 -0.0129 0.0158 -0.0209 0.33
H -1.532 1.692 1.867 -0.1762 -0.0885 -0.0209 0.38
H -2.047 1.116 0.264 -0.0177 0.0790 -0.0326 0.30
H -1.152 -0.875 1.003 0.0345 -0.0599 0.2236 0.24
H 1.611 -0.478 0.986 -0.0009 -0.2342 -0.0735 0.37
H 1.001 0.609 -0.262 0.0332 -0.0612 -0.1274 0.42
```
Forces are in eV/Å.

Properties
Multiplicity: 1
Highest occupied orbital energy, hartree: -0.4269
Frontier orbital gap, eV: 11.112
LUMO energy, eV: -0.51
SMILES string: C[C@H](F)COC(=O)OF

=====

[5]
A 2-piece molecular cluster, C4H6F3NO2 overall in a non-equilibrium geometry. Source: OMol25; level of theory: ωB97M-V/def2-TZVPD.

XYZ file:
```
16
Properties=species:S:1:pos:R:3:forces:R:3:lowdin_spin:R:1
C -0.154 -0.831 0.769 -3.1805 3.5471 4.2199 0.61
C -1.203 -0.114 -1.314 -1.5950 1.4509 -1.6517 0.67
C 1.958 0.995 -0.046 -1.4275 -0.7282 -1.2333 0.03
C 2.893 -0.302 -0.035 0.5693 0.6354 -0.5793 0.01
N -0.403 -0.819 -0.523 2.9572 -4.3592 -2.7598 0.42
O 1.185 1.264 -0.961 2.5120 -0.2465 2.2103 0.04
O 2.259 1.716 1.041 -1.7649 3.1590 -1.1091 0.02
F 2.441 -1.357 -0.740 -0.1625 0.6699 0.4613 0.00
F 4.014 0.122 -0.664 -0.0323 -0.1317 0.0276 0.00
F 3.275 -0.734 1.172 -0.5940 0.2189 -0.3067 0.00
H 0.618 -1.316 1.271 1.1348 -0.8917 0.2036 0.05
H -0.851 -0.121 1.381 1.5134 -1.5182 -0.9919 0.04
H -0.934 -0.092 -2.331 0.2987 0.1010 -0.9508 0.05
H -2.026 0.466 -1.049 -1.0735 0.6058 1.0610 0.06
H 0.193 -1.453 -1.093 -0.6725 0.6873 0.9301 0.00
H 1.774 2.664 0.911 1.5173 -3.1998 0.4688 0.00
```
Forces are in eV/Å.

Properties
<S²>: 2.006
Multiplicity: 3
Highest occupied orbital energy (spin up / spin down), hartree: -0.1845 / -0.4162
Frontier orbital gap (spin up / spin down), eV: 5.477 / 11.064
LUMO energy (spin up / spin down), eV: 0.45 / -0.26

=====

[6]
One molecule with the formula C4H6F3P in a non-equilibrium geometry. Source: OMol25; level of theory: ωB97M-V/def2-TZVPD.

XYZ file:
```
14
Properties=species:S:1:pos:R:3:forces:R:3:mulliken_charge:R:1
F -1.798 1.786 0.724 0.1723 -0.8652 -1.4575 -0.33
P -1.453 0.969 -0.717 2.6991 2.1378 1.7779 0.14
C 0.612 1.203 -0.489 -1.5969 1.1046 -3.4778 -0.84
C 1.244 -0.083 -0.128 0.7293 -2.6769 -0.9024 -0.33
C 0.188 -0.924 0.594 0.5837 -1.2466 0.7629 -0.73
C -1.210 -0.689 0.024 0.0339 -0.3384 -1.4088 0.87
F -2.173 -0.875 0.905 -0.8608 -0.8113 1.1416 -0.28
F -1.561 -1.533 -1.124 1.1877 0.5912 1.5981 -0.33
H 0.759 2.056 0.153 -0.0523 0.1941 0.3020 0.37
H 0.980 1.437 -1.545 -0.5120 0.3587 1.4806 0.32
H 2.146 -0.053 0.548 -0.7831 0.3064 -0.9255 0.28
H 1.553 -0.654 -1.118 -0.4402 1.1389 2.0060 0.23
H 0.430 -2.006 0.481 -0.2310 0.5994 0.4095 0.32
H 0.286 -0.634 1.692 -0.9296 -0.4926 -1.3065 0.32
```
Forces are in eV/Å.

Properties
Multiplicity: 1
Highest occupied orbital energy, hartree: -0.3666
Frontier orbital gap, eV: 10.657
LUMO energy, eV: 0.68
SMILES string: FP1CCCC1(F)F

=====

The records above yield ΔE to the lowest compared entry with this formula, charge and spin values of 2.663, 2.460, 0.559, 0.000, 0.000, 1.018 eV, respectively.
The records above yield molar mass values of 92.1, 92.1, 120.1, 140.1, 157.1, 142.1 g mol⁻¹, respectively.